No. 1
{"formula": "C5H12N2O", "method": "ωB97M-V/def2-TZVPD", "de_lowest_ev": 3.510, "multiplicity": 2, "lumo_energy_ev": [3.86, 3.76], "orbital_gap_ev": [3.2, 7.6], "total_charge": -1, "species": ["N", "H", "C", "N", "H", "H", "C", "C", "H", "H", "H", "H", "H", "H", "C", "H", "H", "H", "C", "O"], "positions_angstrom": [[0.1681, -1.1440, -0.5707], [2.0928, -0.1589, -0.2231], [1.7346, -1.1978, -0.4136], [-1.9167, 0.7399, 2.1025], [-2.8762, 0.4533, 1.9452], [-1.7284, 1.7235, 2.1083], [-1.0047, -0.1425, 1.4697], [0.6632, -1.0091, -1.9569], [1.4857, -0.3588, -2.3493], [-1.3693, 0.3403, -0.5941], [0.9345, -1.9361, -2.4214], [-1.3424, -1.2097, 1.5713], [1.2129, 1.3475, 0.4363], [-0.0113, -0.1497, 2.0108], [-0.4616, 0.0769, -0.0237], [0.4185, 1.9601, -0.9197], [-0.3610, 2.1987, 0.6831], [-0.2676, -0.6792, -2.4343], [0.2358, 1.4482, 0.0138], [2.3931, -2.3025, -0.4341]], "forces_ev_per_angstrom": [[3.10, 0.60, 0.59], [0.39, -0.99, -0.06], [0.54, -1.14, 2.38], [-0.94, -0.60, 0.28], [0.20, 0.71, -0.07], [-0.12, 0.10, -0.28], [3.32, -2.09, -0.63], [-2.39, 0.88, -1.88], [-0.42, 0.61, 0.64], [-0.07, -0.77, -0.42], [-0.11, -0.93, 0.28], [0.00, 1.03, -0.24], [0.61, 0.12, 0.72], [-0.95, 0.02, 0.01], [-1.97, 0.95, 0.41], [-0.31, -0.09, -0.64], [0.95, -1.35, -1.20], [-0.52, 0.35, -1.33], [-0.37, 0.96, 1.13], [-0.94, 1.61, 0.31]], "mulliken_charge": [-0.308, 0.128, -0.118, -0.438, 0.224, 0.207, -1.049, -0.898, 0.200, 0.192, 0.306, 0.398, 0.290, 0.343, 0.649, 0.293, 0.343, 0.389, -1.540, -0.610]}

No. 2
{"formula": "C5H12N2O", "method": "ωB97M-V/def2-TZVPD", "de_lowest_ev": 2.418, "multiplicity": 2, "lumo_energy_ev": [4.11, 3.79], "orbital_gap_ev": [7.7, 7.3], "total_charge": -1, "species": ["H", "C", "H", "C", "C", "H", "O", "H", "H", "H", "H", "C", "N", "H", "H", "H", "H", "H", "N", "C"], "positions_angstrom": [[-1.8236, 0.9680, -1.0284], [-0.4172, 0.6482, 0.5500], [-1.0205, -1.3716, -1.2918], [-1.8261, -1.1560, -0.4894], [1.7345, -0.4240, 0.2160], [2.2248, 1.9649, 0.1529], [2.7291, -0.0219, 0.8799], [1.9695, -2.3153, 0.0899], [-1.4422, -1.6218, 0.4798], [-2.8231, -1.6227, -0.6854], [-0.1838, -0.2945, 1.1986], [0.7666, 0.6710, -0.4085], [1.3142, -1.6288, -0.2038], [0.4187, 0.1620, -1.4176], [-0.3788, 1.5218, 1.1922], [-2.5211, 0.9339, 0.5948], [1.7377, 2.0669, -1.4612], [-0.0893, -0.7822, 2.1339], [1.4130, 1.9372, -0.4565], [-1.7825, 0.3649, -0.0456]], "forces_ev_per_angstrom": [[-0.03, -0.52, 1.20], [-0.09, 0.10, -0.72], [-1.53, 0.37, 1.40], [0.62, -0.07, 1.92], [0.05, -0.74, -2.08], [0.10, -0.57, -0.01], [-0.66, -0.42, -0.15], [0.75, -0.87, 0.67], [-0.43, -0.20, -1.56], [0.70, 0.71, -0.22], [-0.36, 0.52, 0.40], [-0.17, -2.86, 0.25], [0.37, 1.74, 0.33], [0.90, 1.65, 1.69], [-0.11, 0.10, 0.14], [0.04, -1.71, -0.47], [-0.24, 0.03, 1.97], [0.02, -0.51, 0.68], [0.11, 1.74, -3.06], [-0.05, 1.52, -2.37]], "mulliken_charge": [0.223, -0.226, 0.237, -0.880, 0.033, 0.347, -0.770, 0.194, 0.240, 0.334, -0.735, 0.430, -0.608, 0.268, 0.492, 0.309, 0.256, 0.186, -0.747, -0.583]}

No. 3
{"formula": "C5H12N2O", "method": "ωB97M-V/def2-TZVPD", "de_lowest_ev": 6.471, "multiplicity": 1, "lumo_energy_ev": 0.62, "orbital_gap_ev": 6.7, "total_charge": 0, "species": ["C", "H", "H", "H", "H", "H", "H", "H", "H", "H", "H", "C", "H", "C", "H", "C", "C", "O", "N", "N"], "positions_angstrom": [[0.8237, 1.3292, -0.1858], [2.4152, -0.5685, -0.1147], [-1.8967, 0.9567, 1.6426], [-1.2162, 1.1390, -0.6581], [-2.5263, -1.2075, 0.4548], [0.6287, -2.2925, -1.3288], [2.6669, 2.3109, -0.1446], [-1.6538, -2.6105, -0.1459], [-0.0987, -1.2191, 0.9449], [0.8995, -0.6211, -1.8968], [-2.0408, -1.2801, -1.2577], [1.6147, 2.3332, 0.1287], [-0.3389, 1.3328, 2.1281], [0.9816, -1.3007, -1.0561], [1.2471, 3.2256, 0.6392], [-0.5047, 0.9259, 0.1457], [-1.7364, -1.5247, -0.2368], [2.2148, -1.4424, -0.4920], [-0.4572, -0.8868, 0.0517], [-1.0226, 1.4005, 1.3817]], "forces_ev_per_angstrom": [[0.65, -2.15, -0.30], [0.14, 0.48, -0.26], [-0.02, 0.13, 0.25], [-0.04, -0.44, 0.06], [0.25, 0.17, -0.06], [0.03, -0.14, -0.01], [0.01, 0.24, 0.09], [-0.07, 0.01, -0.10], [0.03, 0.20, 0.09], [-0.15, 0.49, 0.54], [-0.01, 0.01, 0.13], [-0.57, 0.50, 0.24], [-0.07, 0.09, -0.07], [-1.98, -0.96, 0.36], [0.15, 0.36, 0.07], [0.76, 1.58, -0.31], [0.14, -0.46, -0.36], [-1.31, 0.46, 0.63], [2.24, 0.64, -0.89], [-0.18, -1.22, -0.07]], "mulliken_charge": [-0.787, 0.404, 0.227, 0.283, 0.308, 0.348, 0.221, 0.346, 0.359, 0.312, 0.351, -0.794, 0.275, -0.361, 0.315, 0.508, -0.922, -0.511, -0.305, -0.576]}

No. 4
{"formula": "C5H12N2O", "method": "ωB97M-V/def2-TZVPD", "de_lowest_ev": 3.293, "multiplicity": 1, "lumo_energy_ev": 0.75, "orbital_gap_ev": 9.8, "smiles": "C=NC(=C)CCN.O", "total_charge": 0, "species": ["H", "H", "H", "C", "N", "H", "H", "C", "N", "H", "H", "H", "H", "O", "H", "H", "C", "C", "H", "C"], "positions_angstrom": [[3.3830, -1.1226, 0.0991], [3.0162, -0.6215, 1.5828], [-2.7816, 1.3450, -0.9056], [-1.7195, 1.1922, -0.7918], [-1.1434, 0.1628, -1.2748], [1.3138, -2.4220, 0.9132], [-0.0199, -2.0682, -0.9455], [0.2877, 0.1193, -1.1770], [2.6639, -0.6401, 0.6429], [0.6021, 2.1090, -1.8230], [-2.1410, 0.6674, 3.2694], [2.0976, 0.9599, -1.7530], [1.6540, -1.4981, -1.4455], [-3.0796, 0.6545, 3.1168], [0.7116, -0.7180, 1.2784], [-3.5482, 0.7054, 2.2922], [0.7784, -1.2408, -0.8037], [1.3606, -1.3742, 0.6196], [-1.0795, 1.9524, -0.3637], [1.0400, 1.1038, -1.6488]], "forces_ev_per_angstrom": [[-0.36, 0.02, 0.05], [0.14, 0.12, 0.44], [-0.21, -0.07, 0.04], [0.99, -0.74, -0.65], [-0.34, 0.79, 0.77], [0.39, 0.02, 0.28], [1.14, 1.61, 0.04], [-1.04, -0.74, -0.89], [-0.34, -1.11, -0.21], [0.39, -0.90, -0.29], [0.23, 0.10, -1.35], [0.31, 0.15, 0.10], [-0.73, -0.01, 0.03], [-1.38, -0.17, 2.09], [0.47, -1.19, -0.30], [1.15, 0.06, -0.75], [0.47, -2.06, -0.24], [-0.64, 2.64, -0.08], [-0.26, 0.52, 0.48], [-0.40, 0.96, 0.44]], "mulliken_charge": [0.201, 0.220, 0.306, -0.405, -0.376, 0.322, 0.291, 0.547, -0.543, 0.266, 0.321, 0.318, 0.301, -0.644, 0.180, 0.321, -0.752, -0.385, 0.289, -0.780]}

No. 5
{"formula": "C5H12N2O", "method": "ωB97M-V/def2-TZVPD", "de_lowest_ev": 10.186, "multiplicity": 1, "lumo_energy_ev": 0.37, "orbital_gap_ev": 9.3, "total_charge": 0, "species": ["H", "H", "H", "C", "H", "C", "H", "C", "H", "H", "C", "H", "O", "H", "H", "N", "N", "H", "C", "H"], "positions_angstrom": [[0.1194, -1.8223, -1.3833], [2.2319, -1.8413, 0.6128], [-0.0764, -1.7598, 1.3085], [-0.4040, -0.0258, -0.1191], [0.3282, 2.7123, -0.3988], [-0.6829, -0.7241, 1.2671], [-1.5084, -1.8517, -1.4058], [-1.5755, 0.9285, -0.0924], [-0.5383, -0.3510, -1.9483], [-1.2247, 1.8265, -0.8183], [-0.6479, -1.1731, -1.2957], [-2.5867, 0.2914, -0.3589], [2.7004, -1.0265, -0.2578], [-0.2681, 0.1417, 1.9288], [-1.8421, -0.7860, 1.5174], [2.1220, 0.2841, 0.2200], [1.1334, 2.1718, -0.3938], [3.1969, 0.9456, 0.6306], [0.9066, 0.9886, -0.1389], [-1.3837, 1.0710, 1.1259]], "forces_ev_per_angstrom": [[3.10, -1.69, -0.25], [2.22, 3.64, -3.98], [-1.53, 2.30, 0.55], [-1.93, -2.12, 0.87], [-1.90, 1.52, -0.22], [1.93, -0.06, 0.72], [-0.52, 1.33, 0.77], [0.07, 0.51, 0.35], [-0.42, -0.32, -2.74], [-2.05, -1.72, 1.76], [-0.16, 3.58, 1.49], [2.44, 2.28, 0.68], [-4.30, -1.34, 4.56], [-0.41, -2.31, 0.06], [2.60, -0.41, -0.81], [5.07, 0.60, 2.01], [0.67, 1.25, 0.17], [-4.93, -2.36, -2.19], [2.08, -6.37, -0.46], [-2.04, 1.67, -3.35]], "mulliken_charge": [0.446, 0.350, 0.236, 0.904, 0.225, -1.123, 0.312, -0.926, 0.508, 0.196, -1.551, 0.280, -0.459, 0.322, 0.317, -0.307, -0.747, 0.315, 0.389, 0.312]}

No. 6
{"formula": "C5H12N2O", "method": "ωB97M-V/def2-TZVPD", "de_lowest_ev": 6.940, "multiplicity": 1, "lumo_energy_ev": 1.13, "orbital_gap_ev": 8.6, "total_charge": 0, "species": ["C", "C", "H", "N", "H", "H", "H", "H", "H", "O", "C", "H", "H", "H", "C", "C", "H", "H", "H", "N"], "positions_angstrom": [[2.4560, -0.7392, -0.7704], [-0.2981, -0.6191, 0.0755], [0.1382, -2.6539, 0.5204], [1.9583, -0.7041, 0.3774], [3.4671, -1.1434, -0.9079], [1.6387, 2.1095, 0.1146], [0.5036, 1.6471, -1.1677], [1.9707, -0.3565, -1.6826], [0.3960, 0.5338, 1.7280], [-1.7888, 0.4403, 0.5189], [0.3725, 0.4873, 0.6443], [-1.5900, -2.2106, 0.5894], [-2.7117, 1.8922, -0.4441], [-0.0864, 2.5128, 0.2453], [0.6263, 1.7608, -0.0939], [-0.5755, -1.8860, 0.8198], [-0.3354, -0.6679, -1.0096], [-3.2488, 0.3938, -0.8031], [-0.4897, -1.7391, 1.8950], [-2.4029, 0.9421, -0.6493]], "forces_ev_per_angstrom": [[-0.22, 0.33, -0.17], [-3.48, 1.46, 0.71], [-0.05, -0.02, -0.01], [-0.40, 1.55, 1.08], [-0.21, -0.33, -0.05], [-0.06, 0.06, 0.05], [-0.03, -0.06, -0.04], [0.10, 0.22, 0.01], [0.04, -0.10, -0.14], [0.37, -1.43, -0.76], [3.48, -1.73, -0.69], [0.07, -0.05, -0.04], [0.12, -0.15, 0.12], [0.04, 0.00, 0.02], [0.05, -0.14, 0.01], [0.14, 0.21, 0.01], [-0.08, 0.13, 0.07], [0.06, 0.07, 0.11], [0.00, 0.02, -0.02], [0.05, -0.04, -0.26]], "mulliken_charge": [-0.257, 0.092, 0.395, -0.562, 0.292, 0.466, 0.323, 0.182, 0.329, -0.405, 0.676, 0.363, 0.210, 0.363, -1.561, -1.332, 0.459, 0.224, 0.268, -0.524]}

No. 7
{"formula": "C5H12N2O", "method": "ωB97M-V/def2-TZVPD", "de_lowest_ev": 5.409, "multiplicity": 1, "lumo_energy_ev": 0.86, "orbital_gap_ev": 8.9, "total_charge": 0, "species": ["H", "H", "H", "H", "N", "N", "H", "H", "C", "H", "H", "C", "H", "O", "C", "H", "H", "C", "C", "H"], "positions_angstrom": [[-0.0874, -0.9252, -0.0722], [0.3760, 1.8097, 1.7285], [1.0252, 0.9099, -2.7726], [-1.1253, -1.6048, 1.4402], [-1.0705, -1.1270, 0.5420], [-2.1397, -1.5350, -0.3014], [-0.7252, 0.8479, 2.7320], [2.4898, 0.6422, 0.3458], [0.3348, 0.6494, -1.9686], [-2.8110, -0.7647, -0.3053], [-0.7141, 0.8689, -2.1544], [-0.0590, 0.8214, 1.8627], [-1.7595, -1.5769, -1.2439], [-1.7831, 1.1395, 0.1889], [0.7333, 0.1493, -0.8000], [2.4187, -1.0446, -0.1249], [0.7379, 0.1002, 2.0386], [-0.8837, 0.4818, 0.6545], [2.1945, -0.0285, -0.4681], [2.8483, 0.1866, -1.3218]], "forces_ev_per_angstrom": [[-0.02, 0.12, 0.04], [-0.02, -0.02, -0.01], [0.00, 0.00, 0.05], [0.00, 0.08, -0.10], [-0.09, 0.29, 0.03], [0.16, 0.15, 0.12], [0.01, -0.01, -0.07], [-0.02, -0.02, -0.03], [0.10, -0.04, 0.14], [0.07, 0.01, 0.00], [-0.01, -0.03, 0.01], [0.03, -0.04, -0.07], [-0.01, 0.02, 0.03], [0.31, -0.28, 0.07], [-0.17, 0.06, 0.04], [-0.02, 0.04, -0.02], [-0.02, -0.01, -0.04], [-0.32, -0.31, -0.16], [0.05, 0.00, -0.07], [-0.05, -0.01, 0.04]], "mulliken_charge": [0.160, 0.341, 0.315, 0.283, -0.035, -0.713, 0.388, 0.246, -0.984, 0.301, 0.248, -1.418, 0.305, -0.607, 0.496, 0.280, 0.364, 0.847, -1.229, 0.413]}

No. 8
{"formula": "C5H12N2O", "method": "ωB97M-V/def2-TZVPD", "de_lowest_ev": 1.772, "multiplicity": 1, "lumo_energy_ev": 0.78, "orbital_gap_ev": 10.4, "smiles": "CCC(=O)NCCN", "total_charge": 0, "species": ["H", "N", "H", "C", "C", "H", "C", "H", "C", "H", "H", "H", "H", "H", "H", "H", "C", "H", "N", "O"], "positions_angstrom": [[-1.2887, -1.6089, -2.3416], [0.5530, -0.4628, -0.5728], [-1.2375, 0.7594, -0.4283], [-1.1874, -0.4990, -2.3202], [0.1951, 0.2143, 1.8988], [1.8697, 1.3123, 2.8581], [-0.8538, -0.2694, -0.7891], [-3.1141, -0.7717, -2.6404], [0.9598, 0.7679, 3.0964], [1.1610, -0.4505, -1.3771], [-2.9080, 0.5101, -1.7696], [1.3543, -0.0482, 3.7185], [-0.5007, 0.9956, 1.6649], [-0.4189, -0.6026, 2.3232], [0.1218, 1.2987, 3.6375], [-1.4092, -1.0051, -0.1811], [1.1472, 0.0039, 0.6160], [-0.3488, -0.1420, -2.8906], [-2.5182, 0.0488, -2.5961], [2.3259, 0.1785, 0.7118]], "forces_ev_per_angstrom": [[0.64, 0.70, -0.73], [0.47, 0.89, 1.78], [0.73, -1.24, -0.79], [-0.85, -1.06, 3.32], [1.12, 0.11, -0.66], [-0.48, 0.69, -0.19], [-0.96, 0.69, -0.44], [-0.23, 0.23, -0.52], [-0.60, -0.61, 0.74], [0.10, 0.13, 0.05], [0.53, 0.25, -0.32], [-0.39, 0.11, 0.02], [-0.59, 0.33, -0.64], [0.40, -0.17, -1.11], [1.63, -0.10, 0.04], [0.00, 0.24, -0.30], [-2.02, -1.38, 0.52], [-0.04, 0.34, -0.71], [-0.41, -0.44, 0.01], [0.94, 0.28, -0.05]], "mulliken_charge": [0.228, -0.139, 0.191, -0.388, -0.378, 0.327, -0.496, 0.295, -1.183, 0.272, 0.258, 0.286, 0.273, 0.338, 0.321, 0.272, 0.455, 0.331, -0.673, -0.590]}